19
Properties=species:S:1:pos:R:3:mulliken_charge:R:1 method="wB97M-V/def2-TZVPD" e_homo_ha=-0.4834 max_force_ev_per_a=3.7 e_above_lowest_kj_mol=376.6 lumo_ev=-3.075 gap_ev=10.079 multiplicity=1 charge=+1
C -1.192 0.475 -1.146 0.71
C -2.176 0.276 -0.067 -1.06
C 1.265 -0.774 -0.387 -0.50
C 0.694 0.626 -0.237 -0.55
N -1.251 0.163 -2.319 -0.51
N 0.487 0.733 1.237 -0.14
N 0.596 -1.640 0.568 -0.58
H -1.892 -0.710 0.496 0.20
H -2.070 1.017 0.728 0.33
H -3.287 0.210 -0.439 0.33
H 1.286 -1.225 -1.386 0.36
H 2.245 -0.727 -0.060 0.44
H 1.393 1.347 -0.745 0.30
H -0.420 0.264 -2.925 0.29
H 0.450 -0.316 1.506 0.43
H -0.363 1.250 1.368 0.23
H 1.111 -2.523 0.745 0.24
H -0.341 -1.975 0.389 0.14
H 1.166 1.302 1.731 0.34


19
Properties=species:S:1:pos:R:3:mulliken_charge:R:1 method="wB97M-V/def2-TZVPD" e_homo_ha=-0.4973 max_force_ev_per_a=2.6 e_above_lowest_kj_mol=163.5 lumo_ev=-2.937 smiles="N/C=N/CCC[NH3+]" gap_ev=10.596 multiplicity=1 charge=+1
C 1.029 -0.931 1.506 -0.61
C 1.564 -0.894 0.060 -0.63
C 0.456 -0.709 -0.990 -0.64
N -2.170 1.733 -1.085 -0.34
C -1.094 1.092 -1.572 0.07
N -0.215 0.581 -0.782 -0.34
N 0.089 0.226 1.711 -0.32
H 1.861 -1.026 2.208 0.33
H 0.426 -1.844 1.586 0.32
H 2.347 -0.154 -0.036 0.35
H 1.988 -1.875 -0.225 0.35
H 0.799 -0.667 -2.036 0.44
H -0.295 -1.554 -0.755 0.25
H -2.643 2.379 -1.695 0.23
H -2.554 1.532 -0.184 0.20
H -1.027 0.687 -2.586 0.34
H -0.179 0.589 0.614 0.30
H 0.453 0.967 2.291 0.32
H -0.835 -0.131 1.971 0.37


19
Properties=species:S:1:pos:R:3:mulliken_charge:R:1 method="wB97M-V/def2-TZVPD" e_homo_ha=-0.4680 max_force_ev_per_a=5.1 e_above_lowest_kj_mol=412.8 lumo_ev=-3.653 gap_ev=9.082 multiplicity=1 charge=+1
C -1.810 -0.579 -0.899 -0.47
C -0.333 -0.892 -0.211 -0.67
C 0.231 0.243 0.466 0.02
C 0.818 0.088 1.719 -0.45
N 1.950 0.580 2.381 -0.56
N 0.866 1.351 -0.361 -0.31
N -2.026 -0.369 -2.397 -0.49
H -2.537 -1.389 -0.513 0.28
H -1.956 0.324 -0.303 0.27
H -0.258 -1.727 0.567 0.34
H 0.332 -1.336 -0.955 0.47
H 0.281 -0.525 2.374 0.42
H 2.875 0.126 2.167 0.26
H 1.925 0.841 3.353 0.26
H 1.844 1.566 0.063 0.41
H 1.122 0.860 -1.199 0.37
H 0.518 2.285 -0.652 0.35
H -2.720 -0.999 -2.658 0.27
H -1.122 -0.450 -2.942 0.23


19
Properties=species:S:1:pos:R:3:mulliken_spin:R:1 method="wB97M-V/def2-TZVPD" e_homo_ha="-0.6722 / -0.6720" max_force_ev_per_a=2.9 e_above_lowest_kj_mol=263.6 lumo_ev="-8.602 / -12.377" gap_ev="9.690 / 5.909" multiplicity=2 charge=+2
C 1.313 0.683 1.573 0.00
C 2.518 1.222 1.457 0.00
C 0.058 -1.378 1.495 0.00
N 1.144 -0.721 1.347 0.01
H 0.380 1.182 1.796 0.00
H 3.372 0.631 1.152 0.00
H 2.661 2.277 1.643 0.00
H 0.103 -2.440 1.287 0.00
H -0.835 -0.879 1.846 0.00
H 1.952 -1.214 0.960 0.00
N -0.269 0.244 -1.128 0.34
C -1.661 -0.226 -1.063 -0.01
N -2.372 0.002 -2.317 0.73
H 0.148 -0.077 -2.011 -0.01
H -0.284 1.263 -1.258 -0.01
H -1.684 -1.286 -0.814 0.00
H -2.183 0.263 -0.241 0.00
H -2.367 0.989 -2.613 -0.02
H -1.993 -0.535 -3.111 -0.02


20
Properties=species:S:1:pos:R:3:mulliken_charge:R:1 method="wB97M-V/def2-TZVPD" e_homo_ha=-0.5151 max_force_ev_per_a=3.7 e_above_lowest_kj_mol=376.7 lumo_ev=-4.631 gap_ev=9.385 multiplicity=1 charge=+1
C 1.542 -2.680 -1.651 -0.92
C -2.287 2.182 2.564 -1.11
C 0.538 -1.573 -2.100 -0.58
C -0.893 1.949 2.308 0.14
N -0.601 -0.219 -0.728 -0.60
N 0.476 -0.403 -1.245 0.60
N -0.322 1.249 1.395 -0.59
S 1.835 0.623 -1.034 0.01
H 1.134 -3.726 -1.859 0.30
H 2.390 -2.459 -2.159 0.39
H 1.780 -2.659 -0.572 0.33
H -2.534 2.616 3.491 0.36
H -2.739 1.265 2.564 0.33
H -2.655 2.889 1.859 0.31
H -0.457 -2.011 -2.238 0.37
H 0.680 -1.178 -3.075 0.41
H -0.175 2.226 3.084 0.34
H -0.648 0.536 0.026 0.50
H 0.680 1.121 1.620 0.19
H 2.259 0.252 -2.250 0.22


20
Properties=species:S:1:pos:R:3:mulliken_charge:R:1 method="wB97M-V/def2-TZVPD" e_homo_ha="-0.4959 / -0.4959" max_force_ev_per_a=5.3 e_above_lowest_kj_mol=611.3 lumo_ev="-5.180 / -5.180" gap_ev="8.313 / 8.314" multiplicity=1 charge=+1
C -0.471 1.801 0.243 -0.34
C 0.348 0.890 1.201 -0.72
C -0.679 -0.960 -0.676 -0.20
C -1.795 -1.955 -0.508 -1.03
N 1.831 -0.078 -0.693 -0.14
N 3.099 0.330 -0.136 -0.56
N -1.546 1.266 -0.519 -0.48
S 0.658 -0.709 0.409 0.32
H -0.800 2.646 0.895 0.36
H 0.332 2.088 -0.548 0.34
H 1.425 1.216 1.278 0.43
H 0.001 0.527 2.138 0.49
H -0.491 -0.879 -1.704 0.50
H -2.724 -1.469 -0.779 0.31
H -1.806 -2.031 0.633 0.29
H -1.620 -2.873 -0.961 0.36
H 3.408 1.146 -0.583 0.24
H 3.832 -0.253 -0.392 0.26
H -2.375 0.855 0.014 0.28
H 1.932 -0.741 -1.407 0.30


20
Properties=species:S:1:pos:R:3:mulliken_charge:R:1 method="wB97M-V/def2-TZVPD" e_homo_ha=-0.3165 max_force_ev_per_a=0.7 e_above_lowest_kj_mol=136.5 lumo_ev=0.793 gap_ev=9.405 multiplicity=1
C -0.095 -1.735 1.141 -0.19
C 0.733 -1.053 1.907 -0.25
N 2.108 -0.895 1.561 -0.55
N -1.488 -1.850 1.416 -0.62
H 0.264 -2.179 0.216 0.30
H 0.389 -0.552 2.810 0.34
H 2.700 -0.800 2.373 0.25
H 2.300 -0.149 0.910 0.20
H -1.830 -2.770 1.180 0.26
H -2.027 -1.181 0.880 0.25
C -0.638 0.795 -2.677 -0.92
N 0.456 2.083 -0.468 -0.51
C -0.798 1.500 -0.473 0.12
N -1.382 0.931 -1.441 -0.47
H -0.507 1.769 -3.166 0.35
H -1.179 0.131 -3.342 0.26
H 0.366 0.361 -2.535 0.26
H 0.873 2.207 0.439 0.26
H 1.089 1.791 -1.196 0.22
H -1.333 1.596 0.467 0.41


20
Properties=species:S:1:pos:R:3:mulliken_charge:R:1 method="wB97M-V/def2-TZVPD" e_homo_ha=-0.3005 max_force_ev_per_a=4.1 e_above_lowest_kj_mol=499.4 lumo_ev=0.308 gap_ev=8.485 multiplicity=1
C -1.459 -1.355 1.005 -0.77
C 0.179 1.265 -2.233 -0.60
C 2.102 -0.281 -0.945 -0.41
C -1.519 -0.514 2.220 -0.30
N -0.166 1.012 1.103 -0.05
N 0.660 0.016 -2.745 -0.15
N 1.448 -0.677 -2.161 -0.17
N -0.362 0.430 2.215 -0.50
H -2.226 -2.108 1.056 0.37
H -1.701 -0.668 0.127 0.18
H -0.497 -1.824 0.928 0.24
H -0.067 1.074 -1.070 0.10
H 1.051 1.911 -2.062 0.46
H -0.789 1.525 -2.750 0.27
H 1.620 -0.444 0.044 0.08
H 3.009 -0.912 -0.710 0.33
H 2.151 0.919 -0.885 0.15
H -2.484 0.121 2.378 0.23
H -1.604 -1.086 3.165 0.28
H 0.654 1.596 1.319 0.26


no.,calculated total energy (eV)
1,-8803.832
2,-8806.040
3,-8803.456
4,-8792.470
5,-19638.121
6,-19635.689
7,-10301.857
8,-10298.096